Computed, not measured: the molecule C21H25N3O2, with ωB97M-V/def2-TZVPD.

```
51
Properties=species:S:1:pos:R:3:nbo_charge:R:1
C -1.93267 -1.52795 -0.36548 -0.416
N -2.62079 -0.38856 0.20007 -0.440
C -1.88972 0.85443 0.21963 -0.205
C -1.95996 1.61507 -1.11408 -0.422
C -1.06578 2.85343 -1.11331 -0.227
N 0.31751 2.48152 -0.93462 -0.610
C 1.10209 2.96616 0.05468 0.656
O 0.77886 3.88569 0.77935 -0.616
C 2.41401 2.25424 0.16467 -0.123
C 3.58764 2.96316 0.38622 -0.183
C 4.78386 2.27692 0.48804 -0.194
C 4.82250 0.89691 0.38609 -0.247
C 3.64456 0.17493 0.19508 0.144
N 3.66189 -1.22364 0.11562 -0.428
C 4.82340 -1.98995 0.53512 -0.205
C 4.29533 -3.41981 0.66111 -0.404
C 3.15878 -3.45141 -0.35253 -0.498
C 2.68279 -2.01069 -0.41530 0.697
O 1.62589 -1.64152 -0.87869 -0.620
C 2.44341 0.86963 0.08993 -0.182
C -3.99759 -0.40476 0.27616 0.271
C -4.73988 0.73653 0.61193 -0.316
C -6.11443 0.68803 0.72813 -0.171
C -6.80776 -0.48965 0.51023 -0.274
C -6.09163 -1.62533 0.17655 -0.181
C -4.71643 -1.58931 0.05957 -0.313
H -2.29921 -1.77618 -1.36786 0.185
H -0.86740 -1.32011 -0.43730 0.227
H -2.05881 -2.40285 0.27669 0.196
H -0.84693 0.62214 0.45022 0.203
H -2.25808 1.48800 1.02952 0.203
H -2.99067 1.91249 -1.31086 0.220
H -1.64573 0.94500 -1.91867 0.196
H -1.31918 3.52324 -0.28797 0.230
H -1.18649 3.39874 -2.05697 0.196
H 0.66225 1.72647 -1.50742 0.400
H 3.54946 4.03775 0.46980 0.230
H 5.70400 2.81924 0.64685 0.217
H 5.77306 0.39236 0.45570 0.216
H 5.61263 -1.92810 -0.22463 0.189
H 5.21068 -1.60420 1.48034 0.211
H 3.90584 -3.58702 1.66588 0.212
H 5.06727 -4.15981 0.46168 0.221
H 3.50986 -3.73164 -1.34829 0.231
H 2.34035 -4.11611 -0.08388 0.239
H 1.52916 0.31512 -0.03397 0.239
H -4.25132 1.68074 0.78979 0.207
H -6.65084 1.58968 0.98865 0.208
H -7.88313 -0.52074 0.59742 0.210
H -6.60949 -2.55797 0.00117 0.208
H -4.20321 -2.50030 -0.20006 0.212
```

Results
SMILES	CN(CCCNC(=O)c1cccc(N2CCCC2=O)c1)c1ccccc1
energy relative to the best compared isomer or geometry (same formula, charge and spin)	88.8	kJ/mol
HOMO-LUMO gap	7.92	eV
maximum force	0.00988	Eh/bohr
HOMO level	-7.36	eV